Record 1
The following is a quantum chemistry calculation of a 22-piece molecular cluster, C70H197N13O22 overall at a distorted geometry, from OMol25.

ORCA input file:
```
! RIJCOSX wB97M-V def2-TZVPD def2/J DEFGRID3
* xyz 0 1
C 0.08 -5.19 0.30
C 0.28 -5.56 1.78
O -0.16 -4.42 2.53
H 0.34 -6.05 -0.31
H 0.80 -4.46 -0.07
H -0.92 -4.84 0.06
H 1.35 -5.76 1.81
H -0.37 -6.37 2.10
H 0.48 -4.36 3.24
C 2.37 -1.96 -6.09
C 2.48 -3.46 -6.03
O 3.71 -3.94 -5.51
H 3.22 -1.45 -6.54
H 2.35 -1.49 -5.10
H 1.40 -1.73 -6.52
H 2.37 -3.70 -7.09
H 1.65 -3.85 -5.45
H 4.37 -3.67 -6.14
C -3.13 -1.59 -5.86
C -1.61 -1.59 -5.90
O -1.18 -1.37 -7.23
H -3.45 -1.46 -4.82
H -3.52 -2.51 -6.30
H -3.55 -0.74 -6.41
H -1.11 -2.46 -5.49
H -1.31 -0.70 -5.35
H -1.45 -2.18 -7.69
C -1.15 3.99 3.78
C -1.79 4.22 2.44
O -0.98 4.18 1.33
H -0.46 3.15 3.72
H -1.84 3.86 4.61
H -0.55 4.86 4.04
H -2.05 5.27 2.59
H -2.73 3.71 2.25
H -1.15 4.98 0.84
C -6.10 4.05 6.01
C -4.97 3.55 5.08
O -5.41 2.99 3.81
H -6.78 3.20 6.15
H -6.65 4.88 5.56
H -5.70 4.47 6.93
H -4.60 2.69 5.64
H -4.14 4.24 4.95
H -5.01 2.12 3.81
C 3.59 -1.53 -0.07
C 4.62 -0.39 0.00
O 5.81 -0.81 0.64
H 3.90 -2.45 -0.57
H 2.63 -1.25 -0.49
H 3.38 -1.93 0.92
H 4.23 0.41 0.62
H 4.87 0.06 -0.96
H 6.18 0.02 0.94
C 2.57 3.27 4.18
C 3.67 2.51 3.50
O 3.96 3.15 2.31
H 2.77 4.31 4.43
H 2.21 2.87 5.12
H 1.73 3.38 3.49
H 3.24 1.52 3.31
H 4.58 2.45 4.10
H 3.16 3.32 1.80
C -1.25 -1.71 4.05
C -0.45 -0.51 4.53
O -1.06 0.64 4.04
H -0.78 -2.56 4.53
H -1.37 -1.83 2.97
H -2.26 -1.67 4.45
H 0.55 -0.60 4.12
H -0.27 -0.54 5.60
H -1.18 0.54 3.09
C 2.00 2.70 -3.62
C 2.40 1.34 -3.07
O 2.13 1.35 -1.68
H 1.84 2.71 -4.70
H 2.79 3.44 -3.44
H 1.06 3.01 -3.17
H 3.46 1.22 -3.28
H 1.81 0.50 -3.46
H 1.48 0.67 -1.51
C 3.64 1.92 7.67
C 2.33 1.14 7.72
C 2.43 -0.15 6.81
O 2.55 0.09 5.39
C 3.11 -0.97 4.64
N 2.08 0.78 9.07
H 3.89 2.30 6.68
H 4.44 1.23 7.96
H 3.59 2.72 8.40
H 1.44 1.72 7.45
H 1.62 -0.86 6.94
H 3.34 -0.67 7.12
H 3.01 -0.80 3.57
H 2.67 -1.94 4.87
H 4.16 -1.03 4.92
H 1.14 0.46 9.27
H 2.66 -0.03 9.26
C -4.33 -1.68 2.17
C -4.98 -0.42 2.56
C -6.55 -0.54 2.75
O -7.44 -0.81 1.65
C -7.08 -0.34 0.38
N -4.30 0.19 3.66
H -4.15 -2.24 3.08
H -3.38 -1.42 1.70
H -4.90 -2.27 1.45
H -4.84 0.29 1.74
H -6.81 0.40 3.24
H -6.74 -1.26 3.55
H -6.20 -0.82 -0.05
H -6.92 0.74 0.41
H -7.84 -0.51 -0.39
H -3.29 0.16 3.63
H -4.56 -0.19 4.56
C -3.59 -3.59 -1.67
C -3.75 -4.40 -2.91
C -2.64 -5.48 -3.08
O -1.43 -4.91 -3.26
C -0.32 -5.90 -3.43
N -5.00 -5.03 -2.87
H -3.49 -4.24 -0.80
H -4.37 -2.85 -1.47
H -2.69 -2.99 -1.76
H -3.68 -3.78 -3.80
H -2.98 -6.13 -3.89
H -2.70 -6.16 -2.22
H -0.14 -6.45 -2.51
H 0.57 -5.30 -3.60
H -0.53 -6.66 -4.19
H -5.16 -5.33 -1.92
H -5.64 -4.25 -2.90
C -4.02 -7.24 3.02
C -3.68 -5.86 3.61
C -2.55 -5.86 4.69
O -3.15 -6.50 5.88
C -2.22 -6.72 6.95
N -3.51 -4.92 2.51
H -4.74 -7.24 2.20
H -4.41 -7.91 3.78
H -3.07 -7.61 2.63
H -4.59 -5.44 4.05
H -2.31 -4.83 4.96
H -1.64 -6.36 4.35
H -2.68 -7.37 7.69
H -1.83 -5.79 7.37
H -1.46 -7.31 6.44
H -3.32 -4.06 3.00
H -2.59 -5.06 2.09
C 2.40 6.04 0.76
C 2.29 4.91 -0.24
C 3.67 4.49 -0.85
O 4.02 5.56 -1.73
C 5.16 5.35 -2.45
N 1.79 3.73 0.49
H 1.41 6.13 1.21
H 2.55 7.03 0.32
H 3.12 5.81 1.54
H 1.49 5.15 -0.93
H 3.63 3.56 -1.41
H 4.39 4.42 -0.03
H 5.16 6.19 -3.15
H 4.95 4.47 -3.06
H 6.09 5.21 -1.91
H 0.87 3.80 0.90
H 1.83 2.99 -0.20
C -3.33 7.67 0.82
C -1.85 7.87 0.62
C -1.10 8.20 1.92
O 0.27 8.47 1.63
C 1.06 8.43 2.75
N -1.26 6.68 -0.09
H -3.57 6.74 1.33
H -3.78 7.69 -0.17
H -3.83 8.44 1.41
H -1.70 8.69 -0.09
H -1.31 7.43 2.67
H -1.58 9.10 2.32
H 2.08 8.63 2.41
H 1.10 7.44 3.18
H 0.81 9.22 3.47
H -1.32 6.93 -1.07
H -0.26 6.65 0.08
C 2.24 -7.50 -1.62
C 2.53 -8.02 -3.10
C 3.81 -7.40 -3.68
O 3.84 -7.94 -4.99
C 4.88 -7.39 -5.73
N 2.56 -9.47 -3.06
H 1.37 -8.05 -1.27
H 2.15 -6.41 -1.62
H 3.02 -7.65 -0.87
H 1.68 -7.76 -3.73
H 4.72 -7.74 -3.18
H 3.66 -6.33 -3.55
H 5.84 -7.68 -5.30
H 4.78 -6.31 -5.80
H 4.86 -7.77 -6.75
H 3.43 -9.70 -2.59
H 2.71 -9.87 -3.97
C -1.72 3.29 -2.05
C -3.26 3.67 -1.98
C -4.00 2.94 -0.83
O -3.66 1.58 -0.75
C -4.27 0.84 -1.75
N -3.30 5.13 -1.82
H -1.27 3.61 -1.11
H -1.16 3.84 -2.81
H -1.50 2.24 -2.24
H -3.70 3.45 -2.95
H -5.08 3.03 -0.73
H -3.78 3.38 0.14
H -3.95 -0.20 -1.75
H -4.02 1.15 -2.76
H -5.35 0.99 -1.67
H -2.93 5.40 -0.92
H -2.77 5.60 -2.54
C 8.89 1.32 0.55
C 7.66 2.24 0.37
C 7.15 2.32 -1.09
O 8.20 2.82 -1.96
C 7.84 2.89 -3.33
N 6.66 1.84 1.31
H 9.66 1.46 -0.21
H 8.54 0.29 0.56
H 9.43 1.39 1.49
H 8.00 3.26 0.56
H 6.37 3.07 -1.22
H 6.72 1.36 -1.36
H 8.79 2.79 -3.85
H 7.42 3.89 -3.42
H 7.19 2.07 -3.65
H 5.87 2.48 1.35
H 6.97 1.92 2.27
C 1.17 1.46 -7.18
C -0.09 2.38 -7.02
C 0.13 3.78 -7.72
O 0.95 4.57 -6.92
C 1.27 5.77 -7.60
N -1.19 1.68 -7.55
H 2.08 1.87 -6.74
H 1.41 1.29 -8.23
H 1.12 0.51 -6.64
H -0.26 2.43 -5.95
H -0.85 4.23 -7.87
H 0.55 3.61 -8.71
H 1.72 5.56 -8.57
H 2.00 6.42 -7.11
H 0.43 6.43 -7.78
H -0.92 1.70 -8.52
H -1.24 0.71 -7.26
C 0.05 -3.97 -9.73
C -1.00 -4.71 -8.85
C -0.38 -5.38 -7.58
O 0.69 -6.18 -8.10
C 1.24 -7.03 -7.02
N -2.08 -3.76 -8.56
H 0.68 -4.71 -10.23
H 0.71 -3.27 -9.20
H -0.31 -3.36 -10.56
H -1.30 -5.58 -9.44
H -1.15 -5.93 -7.04
H -0.04 -4.68 -6.81
H 1.81 -6.37 -6.37
H 2.05 -7.59 -7.49
H 0.62 -7.76 -6.50
H -2.61 -3.51 -9.38
H -2.81 -4.29 -8.12
C -4.30 3.52 10.18
C -2.81 3.07 10.25
C -2.09 2.93 8.95
O -2.63 1.71 8.38
C -2.06 1.26 7.14
N -2.17 4.17 11.04
H -4.93 2.87 9.56
H -4.38 4.48 9.66
H -4.79 3.59 11.15
H -2.60 2.18 10.85
H -1.02 2.84 9.09
H -2.27 3.76 8.27
H -2.37 1.89 6.31
H -2.41 0.27 6.88
H -0.97 1.29 7.16
H -2.40 4.07 12.02
H -1.18 4.01 10.98
C 0.87 0.66 1.30
C -0.41 0.63 0.39
C -0.68 -0.75 -0.27
O 0.26 -1.03 -1.32
C 0.08 -2.15 -2.14
N -1.46 1.14 1.25
H 0.91 1.54 1.95
H 1.73 0.72 0.63
H 0.91 -0.24 1.91
H -0.31 1.34 -0.43
H -1.70 -0.81 -0.64
H -0.67 -1.64 0.37
H 0.70 -1.98 -3.03
H -0.91 -2.21 -2.59
H 0.28 -3.03 -1.52
H -1.21 2.09 1.50
H -2.29 1.17 0.69
*
```



Record 2
The following is a quantum chemistry calculation of C70H50AsN2OP2S4Ti as an isolated structure at a distorted geometry, from OMol25.

ORCA input file:
```
! RIJCOSX wB97M-V def2-TZVPD def2/J DEFGRID3
* xyz -1 1
Ti -0.38 -0.61 1.04
O 0.85 0.79 -3.40
S 1.53 0.59 -2.11
C 2.44 2.15 -1.81
C 2.56 2.95 -2.92
C 3.64 3.85 -3.08
C 4.64 3.80 -2.16
C 6.01 4.46 -2.12
C 6.64 3.99 -0.77
C 5.61 3.05 -0.17
C 5.60 2.28 0.95
C 4.38 1.71 1.36
C 3.19 1.82 0.66
P 1.57 1.69 1.61
C 2.22 1.98 3.33
C 3.09 3.05 3.58
C 3.55 3.31 4.85
C 3.16 2.51 5.92
C 2.28 1.47 5.69
C 1.80 1.22 4.41
C 0.89 3.43 1.36
C 0.49 4.19 2.46
C -0.06 5.45 2.30
C -0.23 6.00 1.04
C 0.14 5.25 -0.06
C 0.68 3.99 0.09
C 3.30 2.30 -0.69
C 4.47 3.03 -0.99
C 3.12 -0.22 -2.48
C 3.75 0.14 -3.65
C 5.12 -0.06 -3.88
C 5.86 -0.58 -2.86
C 7.35 -0.81 -2.72
C 7.52 -1.48 -1.33
C 6.11 -1.62 -0.79
C 5.62 -2.20 0.34
C 4.22 -2.30 0.48
C 3.30 -1.77 -0.41
P 1.53 -2.27 -0.16
C 1.81 -3.95 0.60
C 1.08 -4.41 1.68
C 1.24 -5.72 2.14
C 2.13 -6.58 1.52
C 2.85 -6.13 0.41
C 2.68 -4.84 -0.04
C 0.99 -3.01 -1.77
C -0.17 -3.78 -1.67
C -0.71 -4.42 -2.77
C -0.09 -4.30 -4.01
C 1.07 -3.56 -4.12
C 1.62 -2.92 -3.01
C 3.81 -0.99 -1.50
C 5.21 -1.04 -1.70
H 1.84 2.81 -3.71
H 3.70 4.46 -3.97
H 5.93 5.54 -2.17
H 6.61 4.14 -2.97
H 6.81 4.83 -0.10
H 7.60 3.50 -0.92
H 6.48 2.19 1.59
H 4.36 1.22 2.33
H 3.40 3.70 2.76
H 4.22 4.15 5.02
H 3.52 2.71 6.92
H 1.94 0.85 6.51
H 1.10 0.41 4.26
H 0.57 3.79 3.46
H -0.37 6.01 3.19
H -0.65 6.99 0.92
H -0.02 5.64 -1.06
H 0.90 3.43 -0.80
H 3.15 0.65 -4.40
H 5.57 0.24 -4.82
H 7.90 0.14 -2.77
H 7.73 -1.45 -3.52
H 8.13 -0.87 -0.66
H 8.01 -2.45 -1.40
H 6.27 -2.64 1.08
H 3.85 -2.87 1.32
H 0.36 -3.77 2.16
H 0.66 -6.06 2.99
H 2.25 -7.59 1.87
H 3.52 -6.80 -0.11
H 3.23 -4.51 -0.92
H -0.67 -3.87 -0.71
H -1.61 -5.00 -2.66
H -0.53 -4.77 -4.88
H 1.56 -3.46 -5.08
H 2.53 -2.37 -3.14
S -1.18 1.47 -0.15
C -1.92 0.51 -1.37
S -1.52 -1.14 -1.25
C -2.73 1.05 -2.35
C -3.03 2.45 -2.36
N -3.28 3.57 -2.37
C -3.26 0.27 -3.41
N -3.68 -0.34 -4.29
S -1.96 -2.53 1.40
C -2.98 -2.35 2.81
C -3.79 -3.42 3.21
C -4.59 -3.31 4.33
C -4.61 -2.13 5.06
C -3.84 -1.06 4.65
C -3.01 -1.15 3.52
As -2.11 0.40 2.77
C -1.60 1.20 4.48
C -1.30 0.49 5.64
C -1.05 1.15 6.84
C -1.08 2.54 6.90
C -1.37 3.26 5.75
C -1.65 2.59 4.56
C 0.73 -1.33 2.73
C 2.14 -1.26 2.72
C 2.94 -1.81 3.72
C 2.37 -2.47 4.79
C 0.98 -2.55 4.85
C 0.20 -2.00 3.85
H -3.78 -4.33 2.62
H -5.19 -4.16 4.64
H -5.24 -2.04 5.94
H -3.88 -0.12 5.18
H -1.27 -0.59 5.62
H -0.85 0.57 7.74
H -0.88 3.05 7.83
H -1.41 4.34 5.78
H -1.93 3.16 3.68
H 2.65 -0.73 1.93
H 4.02 -1.70 3.66
H 2.99 -2.91 5.57
H 0.51 -3.05 5.68
H -0.87 -2.09 3.95
*
```



no.,energy (Ha)
1,-5151.85954
2,-8243.00628